{
  "formula": "C39H36GeIN9NaS3",
  "method": "the ωB97M-V functional and the def2-TZVPD basis",
  "e_tot_ev": -155977.6246,
  "homo_ev": [-1.05, -1.05],
  "largest_force_ev_per_a": 0.7,
  "spin_multiplicity": 2,
  "total_charge": -2,
  "mol_weight_g_mol": 949.485,
  "symbols": ["Na", "C", "N", "C", "C", "N", "N", "C", "N", "N", "H", "H", "H", "H", "H", "H", "H", "H", "H", "H", "H", "S", "C", "S", "C", "C", "N", "C", "N", "S", "C", "C", "C", "C", "C", "C", "C", "C", "C", "N", "H", "H", "H", "H", "H", "H", "C", "Ge", "C", "C", "C", "C", "C", "C", "C", "C", "C", "C", "C", "C", "C", "C", "C", "C", "H", "H", "H", "H", "H", "H", "H", "H", "H", "H", "H", "H", "H", "H", "H", "I", "C", "C", "C", "C", "C", "N", "H", "H", "H", "H"],
  "positions_angstrom": [[1.948, -0.550, -0.247], [0.995, -2.556, -4.602], [1.141, -3.492, -3.500], [2.238, -4.429, -3.709], [0.979, -2.952, -2.229], [0.822, -1.741, -1.926], [0.931, -3.960, -1.242], [1.281, -3.816, 0.085], [0.854, -4.906, 0.858], [1.918, -2.809, 0.512], [1.047, -3.123, -5.533], [1.785, -1.797, -4.611], [0.019, -2.071, -4.551], [1.938, -5.203, -4.421], [2.519, -4.897, -2.769], [3.119, -3.905, -4.093], [1.004, -1.134, -2.717], [0.389, -4.768, -1.499], [0.817, -5.790, 0.372], [1.355, -4.980, 1.731], [2.151, -2.866, 1.497], [4.925, -0.340, -0.324], [4.921, -0.046, -2.015], [3.524, -0.332, -3.004], [6.085, 0.450, -2.637], [7.287, 0.711, -1.926], [8.304, 0.936, -1.422], [6.161, 0.711, -4.032], [6.305, 0.941, -5.157], [2.084, 3.445, 2.534], [2.099, 3.872, 0.882], [1.759, 2.823, 0.084], [1.457, 1.608, 0.777], [1.612, 1.799, 2.124], [1.542, 0.819, 3.199], [1.846, 1.157, 4.532], [1.824, 0.191, 5.510], [1.496, -1.118, 5.168], [1.196, -1.361, 3.840], [1.208, -0.441, 2.883], [2.368, 4.874, 0.586], [1.742, 2.914, -0.993], [2.111, 2.176, 4.780], [2.073, 0.448, 6.533], [1.483, -1.917, 5.897], [0.924, -2.364, 3.520], [-0.851, 0.846, -2.752], [-1.068, 1.086, -0.807], [-2.997, 0.602, -0.484], [-3.906, 0.635, -1.541], [-5.238, 0.277, -1.372], [-5.698, -0.132, -0.130], [-4.813, -0.170, 0.939], [-3.487, 0.192, 0.757], [-1.237, 3.064, -0.564], [-1.073, 3.910, -1.629], [-1.146, 5.317, -1.487], [-1.393, 5.875, -0.270], [-1.561, 5.049, 0.870], [-1.791, 5.604, 2.153], [-1.900, 4.805, 3.254], [-1.775, 3.407, 3.121], [-1.563, 2.851, 1.892], [-1.463, 3.646, 0.724], [-1.510, 1.519, -3.303], [-1.106, -0.185, -2.996], [0.180, 1.034, -3.054], [-3.573, 0.942, -2.525], [-5.917, 0.313, -2.217], [-6.734, -0.421, 0.003], [-5.154, -0.490, 1.917], [-2.819, 0.142, 1.610], [-0.865, 3.511, -2.613], [-0.998, 5.948, -2.357], [-1.450, 6.952, -0.151], [-1.864, 6.683, 2.245], [-2.055, 5.243, 4.233], [-1.818, 2.775, 3.999], [-1.424, 1.781, 1.803], [-2.918, -3.296, -2.290], [-2.504, -3.022, -0.238], [-3.214, -3.763, 0.699], [-2.866, -3.574, 2.024], [-1.852, -2.680, 2.341], [-1.234, -1.977, 1.319], [-1.571, -2.159, 0.041], [-3.996, -4.445, 0.399], [-3.379, -4.125, 2.803], [-1.553, -2.513, 3.367], [-0.434, -1.270, 1.519]],
  "atomic_forces_ev_per_a": [[0.69, -0.02, -0.15], [-0.07, 0.01, -0.04], [-0.07, -0.15, -0.08], [0.14, 0.03, 0.02], [0.10, -0.01, 0.12], [-0.40, -0.03, -0.12], [-0.10, -0.05, 0.01], [0.05, -0.08, -0.15], [-0.03, -0.02, 0.09], [-0.12, 0.08, 0.18], [-0.02, 0.00, -0.02], [0.05, 0.00, -0.01], [0.00, 0.03, 0.03], [0.02, 0.01, -0.02], [-0.03, -0.02, -0.03], [0.02, 0.00, 0.01], [0.18, 0.04, 0.00], [-0.02, 0.04, 0.02], [0.04, -0.01, 0.00], [-0.01, -0.01, -0.04], [0.01, -0.09, 0.03], [-0.18, -0.01, -0.06], [-0.09, 0.00, 0.08], [-0.05, 0.04, 0.07], [0.10, 0.01, -0.09], [-0.07, -0.05, -0.06], [0.10, 0.03, 0.05], [0.01, -0.03, 0.11], [0.01, 0.02, -0.10], [0.06, 0.05, 0.02], [-0.01, -0.03, -0.05], [0.08, 0.06, 0.07], [-0.37, 0.11, -0.14], [0.01, 0.02, 0.11], [-0.01, 0.09, -0.11], [-0.04, 0.02, 0.04], [0.01, -0.02, 0.02], [0.01, 0.01, 0.00], [-0.01, 0.01, 0.03], [-0.01, -0.09, -0.05], [0.00, 0.03, -0.02], [0.00, 0.00, -0.06], [0.01, 0.00, 0.00], [-0.01, 0.00, 0.01], [-0.01, -0.02, 0.02], [-0.01, -0.06, -0.01], [0.05, -0.02, -0.02], [-0.11, 0.38, 0.38], [0.04, -0.16, -0.03], [-0.01, -0.03, 0.01], [-0.02, 0.01, -0.04], [-0.02, -0.01, 0.02], [-0.01, -0.01, 0.01], [-0.03, 0.08, 0.04], [0.13, -0.04, -0.01], [-0.06, 0.07, 0.00], [0.01, -0.06, -0.04], [-0.02, 0.02, 0.03], [0.03, 0.11, 0.01], [-0.01, 0.01, -0.02], [0.01, -0.02, 0.02], [-0.01, 0.03, 0.03], [0.02, -0.01, 0.00], [-0.02, -0.10, 0.01], [-0.02, 0.01, -0.04], [-0.02, -0.02, -0.01], [0.05, 0.01, 0.00], [0.02, 0.01, -0.04], [0.00, -0.01, -0.01], [-0.01, 0.00, 0.00], [0.00, 0.00, 0.01], [-0.01, 0.00, -0.01], [0.02, -0.03, -0.04], [0.00, 0.00, -0.01], [0.00, 0.00, 0.01], [0.01, 0.00, 0.00], [-0.01, 0.00, 0.00], [-0.01, -0.01, 0.01], [0.04, -0.01, -0.01], [-0.01, -0.01, -0.02], [-0.08, -0.04, 0.01], [-0.01, 0.01, -0.03], [0.01, 0.01, 0.03], [-0.03, 0.06, 0.03], [0.02, -0.27, 0.03], [0.13, -0.02, -0.07], [0.02, 0.00, 0.00], [0.00, 0.00, 0.00], [0.01, 0.01, 0.04], [-0.03, 0.07, -0.03]]
}